A cluster of 4 separate species, C37H75N2O4 in total. Source: the Open Molecules 2025 dataset; level of theory: ωB97M-V/def2-TZVPD.

Each line ends with the Mulliken charge.
Atoms and positions in Å:
C1 3.143 -1.973 -0.358  -1.89
C2 1.794 -1.273 -0.491  1.95
C3 0.784 -2.043 0.385  -1.91
C4 1.909 0.158 0.061  -2.37
C5 2.363 1.271 -0.904  0.88
C6 1.685 2.595 -0.518  -0.24
C7 2.067 3.101 0.885  -1.03
C8 0.928 3.783 1.646  -0.49
C9 0.180 4.887 0.871  -1.09
C10 -1.355 4.748 0.952  -0.91
C11 -2.086 4.397 -0.363  -0.95
C12 -2.810 3.060 -0.224  0.03
C13 -3.698 2.649 -1.406  -0.52
C14 -4.959 1.858 -0.973  -0.69
C15 -4.861 0.369 -1.293  -1.47
C16 -3.809 -0.353 -0.441  1.21
C17 -4.335 -1.066 0.823  -0.58
N1 -3.672 -0.590 2.027  0.28
C18 -3.835 0.637 2.592  -0.31
C19 -3.017 0.741 3.707  -0.78
C20 -2.332 -0.492 3.818  -0.77
C21 -2.763 -1.294 2.770  -0.46
C22 2.067 0.939 -2.379  -2.41
C23 0.932 -0.061 -2.555  2.11
C24 0.745 -0.311 -4.061  -2.01
C25 -0.410 0.451 -2.046  -1.71
N2 1.287 -1.352 -1.910  0.85
O1 2.016 -2.091 -2.665  -0.56
H1 3.443 -1.891 0.685  0.49
H2 3.065 -3.031 -0.578  0.38
H3 3.917 -1.510 -0.964  0.38
H4 -0.166 -1.510 0.379  0.19
H5 1.146 -2.159 1.399  0.42
H6 0.597 -3.006 -0.086  0.40
H7 2.640 0.090 0.862  0.77
H8 0.988 0.476 0.548  0.33
H9 3.431 1.452 -0.786  0.71
H10 0.604 2.523 -0.631  -0.56
H11 2.024 3.337 -1.242  0.69
H12 2.900 3.792 0.766  0.32
H13 2.409 2.272 1.502  0.38
H14 0.236 3.024 2.009  0.45
H15 1.358 4.226 2.544  0.08
H16 0.522 4.957 -0.158  0.56
H17 0.438 5.839 1.333  0.55
H18 -1.790 5.659 1.357  0.48
H19 -1.595 3.972 1.676  0.41
H20 -1.408 4.398 -1.214  0.42
H21 -2.841 5.161 -0.555  0.49
H22 -3.377 3.081 0.705  0.22
H23 -2.045 2.292 -0.086  -0.17
H24 -3.115 1.985 -2.044  0.04
H25 -3.975 3.512 -2.006  0.61
H26 -5.103 2.017 0.095  0.27
H27 -5.847 2.265 -1.453  0.33
H28 -5.834 -0.112 -1.205  0.50
H29 -4.559 0.288 -2.337  0.46
H30 -3.289 -1.096 -1.038  0.28
H31 -3.084 0.381 -0.105  -0.70
H32 -4.079 -2.120 0.764  0.05
H33 -5.413 -0.981 0.929  0.34
H34 -4.491 1.412 2.242  0.46
H35 -2.943 1.606 4.339  0.50
H36 -1.604 -0.769 4.559  0.45
H37 -2.464 -2.294 2.513  0.52
H38 1.809 1.846 -2.919  0.48
H39 2.939 0.490 -2.853  0.61
H40 0.064 -1.140 -4.226  0.43
H41 0.267 0.577 -4.474  0.42
H42 1.684 -0.466 -4.576  0.41
H43 -1.207 -0.167 -2.444  0.78
H44 -0.540 1.498 -2.295  0.41
H45 -0.471 0.373 -0.960  -0.24
C26 5.855 -6.912 -5.172  -1.03
C27 5.323 -5.824 -6.089  -0.29
O2 3.944 -5.557 -5.930  -0.45
C28 3.538 -5.118 -4.644  -0.43
C29 4.196 -3.831 -4.182  -0.46
H46 5.295 -7.838 -5.313  0.28
H47 6.906 -7.104 -5.392  0.39
H48 5.782 -6.634 -4.120  0.27
H49 5.435 -6.137 -7.127  0.35
H50 5.909 -4.905 -5.971  0.29
H51 3.692 -5.913 -3.904  0.29
H52 2.462 -4.965 -4.721  0.29
H53 5.277 -3.939 -4.071  0.33
H54 3.788 -3.531 -3.220  -0.07
H55 4.011 -3.029 -4.899  0.27
C30 0.523 7.381 5.466  -1.01
C31 0.685 5.922 5.857  -0.39
O3 1.743 5.260 5.190  -0.37
C32 3.041 5.787 5.393  -0.35
C33 3.494 5.781 6.843  -1.11
H56 0.380 7.474 4.388  0.22
H57 -0.344 7.808 5.970  0.40
H58 1.393 7.979 5.740  0.28
H59 -0.213 5.370 5.581  0.35
H60 0.793 5.825 6.943  0.34
H61 3.116 6.796 4.971  0.36
H62 3.701 5.150 4.803  0.33
H63 2.874 6.423 7.469  0.27
H64 4.520 6.142 6.913  0.39
H65 3.451 4.771 7.252  0.30
C34 -4.218 -7.091 0.427  -1.30
C35 -3.956 -5.601 0.556  -0.20
O4 -2.625 -5.268 0.905  -0.41
C36 -1.615 -5.664 -0.006  -0.34
C37 -1.750 -5.049 -1.389  -0.98
H66 -3.955 -7.605 1.352  0.31
H67 -5.273 -7.268 0.217  0.42
H68 -3.639 -7.541 -0.381  0.29
H69 -4.568 -5.196 1.362  0.38
H70 -4.254 -5.075 -0.360  0.30
H71 -1.565 -6.757 -0.073  0.33
H72 -0.680 -5.334 0.447  0.34
H73 -2.664 -5.366 -1.893  0.39
H74 -0.907 -5.346 -2.014  0.39
H75 -1.762 -3.959 -1.323  0.11

2S+1: 2
Orbital gap (alpha / beta), eV: 8.76 / 8.49
Energy, eV: -50752.488
LUMO (alpha / beta), eV: 0.724 / 0.452
Charge: 0
<S²>: 0.75

=====

A structure of composition C16H8Cl5FN2O3PdS. Source: the Open Molecules 2025 dataset; level of theory: ωB97M-V/def2-TZVPD.

Each line ends with the Mulliken charge.
Atoms and positions in Å:
Pd1 0.585 0.403 -0.216  0.42
Cl1 -6.632 -0.798 0.639  -0.05
C1 -4.954 -0.698 0.321  0.04
C2 -4.208 0.520 0.249  0.33
Cl2 -4.906 1.949 0.941  -0.11
C3 -2.913 0.530 -0.275  0.15
Cl3 -2.107 1.987 -0.655  -0.11
C4 -2.272 -0.683 -0.713  0.52
O1 -1.016 -0.801 -1.005  -0.76
C5 -3.041 -1.921 -0.671  -0.07
Cl4 -2.423 -3.389 -1.344  -0.05
C6 -4.280 -1.889 -0.008  0.42
Cl5 -5.012 -3.332 0.409  -0.11
F1 2.469 6.284 0.702  -0.25
C7 1.871 5.099 0.313  0.31
C8 0.786 4.580 1.065  -0.58
C9 0.434 3.243 0.868  -0.01
C10 1.117 2.415 -0.044  0.10
C11 2.137 2.936 -0.816  -0.18
C12 2.502 4.300 -0.593  -0.45
H1 0.235 5.239 1.773  0.38
H2 -0.419 2.822 1.458  0.46
H3 2.659 2.274 -1.526  0.41
H4 3.473 4.663 -1.001  0.36
S1 2.435 0.106 1.326  -0.32
C13 2.434 -1.365 0.532  0.36
N1 3.389 -2.392 0.625  -0.02
C14 3.481 -3.355 -0.304  -0.14
C15 2.369 -3.636 -1.054  -0.74
C16 1.337 -2.683 -1.043  0.19
N2 1.418 -1.536 -0.366  -0.05
H5 4.273 -2.159 1.147  0.34
H6 4.392 -3.970 -0.268  0.41
H7 2.207 -4.519 -1.678  0.43
H8 0.397 -2.958 -1.545  0.37
O2 -0.551 -3.793 1.210  0.01
O3 -1.666 -3.475 1.548  -0.01

2S+1: 5
Orbital gap (alpha / beta), eV: 6.48 / 5.59
Energy, eV: -105465.539
LUMO (alpha / beta), eV: -8.434 / -9.311
Charge: +2
<S²>: 6.05

=====

A structure of composition C45H43FGeN4O6PdS. Source: the Open Molecules 2025 dataset; level of theory: ωB97M-V/def2-TZVPD.

Each line ends with the Mulliken charge.
Atoms and positions in Å:
Pd1 0.461 -0.104 0.370  -0.24
O1 8.901 0.158 -0.947  -0.51
C1 7.959 0.023 0.023  0.64
O2 8.334 -0.097 1.156  -0.59
C2 6.536 0.038 -0.409  0.98
C3 6.111 0.296 -1.713  -0.76
C4 4.771 0.297 -2.049  -1.52
C5 3.762 0.039 -1.092  1.02
S1 2.085 0.097 -1.597  -0.39
C6 4.213 -0.249 0.213  -0.78
C7 5.559 -0.242 0.541  -0.75
H1 8.470 0.208 -1.802  0.26
H2 6.822 0.523 -2.504  0.18
H3 4.466 0.507 -3.068  0.40
H4 3.495 -0.539 0.961  0.35
H5 5.882 -0.472 1.550  0.47
N1 -2.165 4.948 -1.012  -0.17
C8 -0.946 5.391 -0.632  0.24
O3 -0.575 6.545 -0.793  -0.69
C9 -0.041 4.377 0.014  0.16
C10 1.008 4.841 0.786  -0.64
C11 1.879 3.932 1.349  -1.12
C12 1.671 2.585 1.114  -0.49
N2 0.661 2.124 0.379  0.72
C13 -0.182 3.009 -0.163  -0.16
H6 -2.799 5.616 -1.416  0.22
H7 -2.533 4.058 -0.722  0.13
H8 1.125 5.910 0.917  0.48
H9 2.721 4.248 1.948  0.49
H10 2.362 1.842 1.490  0.54
H11 -0.955 2.603 -0.799  0.29
C14 2.540 -3.612 -2.127  -0.97
C15 1.175 -4.259 -2.384  -1.30
C16 0.119 -4.271 -1.226  2.88
C17 -1.142 -4.943 -1.767  -1.58
C18 -2.316 -4.962 -0.791  -1.01
C19 0.692 -5.096 -0.092  -0.25
O4 0.653 -6.312 -0.071  -0.69
N3 1.336 -4.383 0.883  0.12
C20 1.330 -2.989 1.043  -0.87
O5 2.028 -2.524 1.925  -0.70
N4 0.517 -2.254 0.212  1.94
C21 -0.155 -2.823 -0.827  -1.67
O6 -0.932 -2.181 -1.533  -0.41
H12 3.145 -3.667 -3.037  0.52
H13 3.095 -4.125 -1.336  0.27
H14 2.450 -2.556 -1.863  -0.12
H15 1.313 -5.304 -2.669  0.39
H16 0.688 -3.747 -3.215  0.46
H17 -0.868 -5.964 -2.029  0.54
H18 -1.428 -4.418 -2.679  0.49
H19 -2.039 -5.444 0.154  0.29
H20 -3.152 -5.527 -1.213  0.49
H21 -2.667 -3.951 -0.583  -0.01
H22 1.833 -4.894 1.591  0.32
C22 -2.699 -1.560 1.212  -1.30
Ge1 -1.967 -0.217 -0.036  2.88
C23 -2.851 1.410 0.769  0.14
C24 -3.994 2.017 0.233  -0.27
C25 -4.629 3.071 0.895  -0.66
C26 -4.125 3.547 2.099  -0.61
C27 -2.981 2.967 2.642  -0.66
C28 -2.354 1.916 1.980  -0.11
C29 -2.954 -0.274 -1.735  0.08
C30 -4.224 -0.788 -1.763  -0.34
C31 -5.042 -0.673 -2.919  -0.93
C32 -4.584 -0.024 -4.029  -0.93
C33 -3.270 0.512 -4.054  0.96
C34 -2.762 1.195 -5.190  -0.81
C35 -1.489 1.691 -5.201  -0.73
C36 -0.642 1.504 -4.081  -0.68
C37 -1.109 0.852 -2.977  1.46
C38 -2.443 0.361 -2.912  -0.07
H23 -3.706 -1.881 0.919  0.54
H24 -2.759 -1.098 2.202  0.33
H25 -2.050 -2.437 1.266  0.21
H26 -4.407 1.656 -0.705  0.15
H27 -5.516 3.522 0.463  0.40
H28 -4.616 4.369 2.611  0.36
H29 -2.579 3.335 3.581  0.51
H30 -1.454 1.478 2.407  -0.22
H31 -4.637 -1.279 -0.884  0.26
H32 -6.043 -1.090 -2.907  0.39
H33 -5.216 0.091 -4.905  0.35
H34 -3.403 1.311 -6.057  0.38
H35 -1.119 2.217 -6.072  0.38
H36 0.384 1.856 -4.104  0.49
H37 -0.442 0.659 -2.142  -0.65
F1 0.325 1.776 8.015  -0.35
C39 0.314 1.263 6.771  0.41
C40 -0.696 0.386 6.418  -0.75
C41 -0.700 -0.142 5.140  -0.17
C42 0.301 0.192 4.196  0.39
C43 0.295 -0.373 2.897  -0.27
C44 1.299 1.102 4.611  -0.20
C45 1.312 1.630 5.890  -0.78
H38 -1.460 0.127 7.143  0.43
H39 -1.485 -0.829 4.838  0.38
H40 -0.410 -1.150 2.663  0.40
H41 1.150 -0.203 2.230  -0.52
H42 2.078 1.380 3.908  0.38
H43 2.086 2.317 6.216  0.43

2S+1: 2
Orbital gap (alpha / beta), eV: 6.29 / 6.18
Energy, eV: -139162.150
LUMO (alpha / beta), eV: 1.855 / 1.568
Charge: -1
<S²>: 0.84